(1)
125
Properties=species:S:1:pos:R:3:mulliken_spin:R:1 method="wB97M-V/def2-TZVPD" orbital_gap_ev="6.96 / 6.38" homo_energy_ha="-0.2645 / -0.2738" e_lumo_ha="-0.0088 / -0.0391" multiplicity=2 relative_energy_ev=1.080 s2=0.76
Ti 0.442 -0.864 0.091 0.0031
C -2.153 -1.723 3.632 -0.0007
C -1.911 -3.125 3.096 -0.0003
N -1.763 -3.177 1.623 -0.0004
C -2.943 -3.773 0.971 0.0000
C -4.210 -2.976 1.240 0.0001
C -0.479 -3.832 1.271 -0.0028
C -0.329 -4.073 -0.209 -0.0027
N -0.525 -2.816 -0.885 0.0047
C -0.933 -2.838 -2.169 0.0012
C -1.207 -1.605 -2.774 0.0051
F -0.923 -0.526 -1.974 0.0059
C -1.731 -1.422 -4.023 0.0005
F -2.003 -0.173 -4.442 0.0000
C -1.996 -2.508 -4.838 0.0001
C -1.683 -3.747 -4.312 -0.0004
F -1.887 -4.844 -5.062 0.0000
C -1.162 -3.928 -3.043 -0.0005
F -0.857 -5.198 -2.681 0.0000
H -2.204 -1.747 4.721 0.0000
H -1.329 -1.061 3.356 0.0002
H -3.086 -1.301 3.259 0.0001
H -1.002 -3.526 3.546 0.0001
H -2.723 -3.793 3.395 0.0001
H -2.762 -3.787 -0.102 0.0003
H -3.071 -4.812 1.304 0.0000
H -4.058 -1.918 1.015 0.0000
H -5.011 -3.343 0.600 0.0000
H -4.545 -3.066 2.274 0.0000
H 0.310 -3.161 1.615 0.0066
H -0.359 -4.782 1.805 0.0004
H 0.656 -4.532 -0.381 -0.0014
H -1.054 -4.821 -0.530 -0.0007
H -2.416 -2.398 -5.825 0.0000
O 2.893 0.177 -0.074 0.0100
H 3.263 0.035 0.806 -0.0023
H 3.608 0.018 -0.703 0.0000
O -1.396 -0.993 0.801 -0.0017
H -1.640 -0.369 1.504 0.0007
H -1.596 -2.015 1.181 -0.0002
Cl 4.270 -3.990 1.250 0.3977
C 3.797 -3.630 -1.089 0.2704
Cl 5.223 -2.797 -1.616 0.0250
Cl 3.537 -5.208 -1.721 0.0289
C 2.697 -2.822 -0.912 0.1129
N 1.854 -2.081 -0.610 0.1417
C -4.220 -0.496 -1.367 0.0002
C -3.690 0.937 -1.309 0.0005
C -4.712 1.914 -1.897 0.0000
C -3.330 1.355 0.101 0.0004
C -4.279 1.237 1.112 0.0001
C -4.007 1.648 2.407 0.0001
C -2.802 2.267 2.694 0.0002
C -1.839 2.439 1.703 0.0000
C -0.621 3.307 1.964 0.0001
C -1.065 4.746 2.238 0.0001
C 0.255 2.769 3.085 -0.0003
C -2.081 1.901 0.434 -0.0004
N -1.015 1.965 -0.515 -0.0014
B 0.244 1.240 -0.608 -0.0122
N 0.962 1.965 -1.641 -0.0002
C 0.174 3.032 -2.074 -0.0006
C -0.996 3.032 -1.416 0.0003
C 2.357 2.004 -1.987 0.0005
C 3.180 2.807 -1.178 0.0014
C 4.550 2.809 -1.395 0.0003
C 5.109 2.029 -2.393 -0.0008
C 4.277 1.309 -3.228 0.0032
C 2.888 1.304 -3.073 -0.0038
C 2.116 0.527 -4.126 -0.0022
C 0.822 1.167 -4.619 0.0013
C 1.879 -0.913 -3.655 -0.0084
C 2.605 3.694 -0.085 -0.0005
C 3.271 3.487 1.273 -0.0003
C 2.690 5.163 -0.508 0.0001
H -4.405 -0.785 -2.403 0.0000
H -5.164 -0.592 -0.825 0.0000
H -3.504 -1.198 -0.939 0.0001
H -2.792 0.994 -1.919 0.0000
H -5.630 1.925 -1.305 0.0000
H -4.968 1.624 -2.917 0.0000
H -4.318 2.931 -1.922 0.0000
H -5.248 0.812 0.882 0.0000
H -4.750 1.524 3.184 0.0000
H -2.621 2.657 3.688 0.0000
H -0.019 3.316 1.055 0.0005
H -1.606 4.820 3.183 0.0000
H -1.718 5.113 1.445 0.0000
H -0.195 5.404 2.294 0.0000
H -0.300 2.670 4.020 0.0000
H 1.098 3.439 3.270 0.0000
H 0.650 1.791 2.812 0.0000
H 0.523 3.713 -2.830 0.0001
H -1.826 3.713 -1.503 0.0000
H 5.190 3.425 -0.776 0.0000
H 6.181 2.004 -2.536 0.0000
H 4.704 0.737 -4.043 0.0011
H 2.789 0.486 -4.987 0.0000
H 0.033 1.123 -3.871 -0.0005
H 0.471 0.631 -5.502 0.0001
H 0.976 2.210 -4.899 -0.0001
H 1.274 -0.913 -2.743 0.0081
H 2.821 -1.419 -3.434 -0.0072
H 1.351 -1.491 -4.415 0.0019
H 1.552 3.442 0.033 -0.0002
H 4.336 3.722 1.243 0.0000
H 3.156 2.458 1.604 0.0002
H 2.812 4.139 2.018 0.0000
H 3.731 5.490 -0.566 0.0000
H 2.174 5.800 0.213 0.0000
H 2.234 5.319 -1.486 0.0000
C 3.781 -0.588 2.866 0.0033
Si 2.000 -1.083 3.131 -0.0164
C 2.021 -2.892 3.579 0.0197
C 1.379 -0.171 4.645 -0.0002
O 1.042 -0.769 1.800 0.0200
H 4.310 -0.781 3.802 0.0006
H 3.931 0.468 2.633 -0.0001
H 4.265 -1.212 2.106 -0.0004
H 2.913 -3.068 4.184 0.0013
H 2.109 -3.552 2.716 -0.0136
H 1.153 -3.183 4.174 0.0024
H 1.608 -0.779 5.522 0.0000
H 0.303 0.005 4.633 0.0000
H 1.871 0.794 4.771 0.0000



(2)
180
Properties=species:S:1:pos:R:3:mulliken_charge:R:1 method="wB97M-V/def2-TZVPD" orbital_gap_ev=8.16 homo_energy_ha=-0.3023 e_lumo_ha=-0.0024
C 1.109 -6.498 3.302 -0.4485
O 2.000 -6.853 2.255 -0.1605
C 1.300 -7.193 1.061 -0.6453
C 0.991 -5.956 0.183 0.4802
C 1.578 -6.095 -1.229 -0.7477
C 1.552 -4.783 -2.044 -0.2253
C 2.908 -4.075 -2.059 -0.0729
C 2.929 -2.793 -2.901 -1.8455
C 2.018 -1.670 -2.363 0.9156
C 2.734 -0.868 -1.278 -2.8312
C 1.952 0.371 -0.763 1.4949
O 1.503 1.116 -1.894 0.1461
C 2.453 1.853 -2.620 1.3864
C 2.423 3.382 -2.297 -1.4327
B 3.846 4.037 -2.080 0.8525
O 4.865 3.826 -3.029 -0.5495
O 4.115 4.863 -1.018 -0.4302
C 2.043 1.699 -4.095 -0.6751
O 1.014 1.181 -4.458 -0.6268
N 2.938 2.285 -5.031 0.0450
C 2.681 1.852 -6.351 0.5086
O 1.995 2.392 -7.140 -0.4495
F 3.349 0.723 -6.655 -0.1639
C 0.616 -0.051 -0.042 -1.4883
C 0.760 -0.855 1.265 0.3534
C 1.111 -2.362 1.100 -0.0355
C 2.418 -2.787 1.776 -1.0623
I 2.177 -3.291 3.825 0.0296
N -0.349 1.025 0.022 1.0408
C -1.418 0.963 -0.947 -1.3367
C -2.353 -0.264 -0.793 -0.0449
C -2.657 -0.944 -2.131 -1.5132
I -3.605 -2.828 -1.813 -0.0526
C -0.660 1.649 1.285 -1.7489
C -1.924 1.155 2.053 0.6465
C -1.677 1.229 3.564 -1.5760
Cl -3.314 2.254 1.680 -0.0766
P 3.292 1.326 0.154 0.1099
O 3.743 0.372 1.408 -0.4162
Cl 2.311 2.835 1.175 -0.2504
H 0.474 -5.651 3.009 0.2646
H 1.715 -6.217 4.164 0.0201
H 0.466 -7.349 3.566 0.1925
H 0.376 -7.701 1.345 0.3038
H 1.941 -7.889 0.508 0.3457
H -0.099 -5.858 0.110 0.3799
H 1.394 -5.072 0.692 -0.5118
H 0.977 -6.844 -1.760 -0.0853
H 2.595 -6.498 -1.156 0.4117
H 1.261 -5.021 -3.072 0.5518
H 0.781 -4.147 -1.592 -0.0160
H 3.627 -4.775 -2.506 0.5542
H 3.264 -3.910 -1.031 -0.2110
H 2.633 -3.053 -3.924 0.3771
H 3.962 -2.420 -2.927 0.4491
H 1.109 -2.139 -1.974 -0.5742
H 1.711 -1.038 -3.197 0.3632
H 3.070 -1.494 -0.446 0.5072
H 3.669 -0.493 -1.730 1.0054
H 3.472 1.452 -2.549 0.2734
H 1.979 3.896 -3.161 0.4107
H 1.731 3.554 -1.469 0.3075
H 5.487 3.158 -2.718 0.2617
H 4.858 5.438 -1.256 0.1429
H 3.906 2.132 -4.761 0.2837
H 0.189 -0.778 -0.750 0.4708
H 1.393 -0.381 2.016 0.2669
H -0.245 -0.852 1.706 -0.0585
H 1.141 -2.636 0.040 -1.2205
H 0.296 -2.959 1.524 1.1161
H 3.187 -2.024 1.665 0.7632
H 2.800 -3.691 1.292 -0.0406
H -2.017 1.877 -0.856 0.8442
H -1.012 0.987 -1.967 0.2581
H -3.303 -0.014 -0.314 0.4841
H -1.862 -1.016 -0.160 0.1715
H -1.765 -1.082 -2.748 0.5090
H -3.342 -0.322 -2.713 0.5798
H 0.170 1.595 1.989 0.3938
H -0.819 2.724 1.113 0.8081
H -2.202 0.137 1.789 0.2063
H -1.198 2.170 3.841 0.3307
H -1.027 0.385 3.833 0.3393
H -2.615 1.080 4.101 0.4587
H 3.220 0.577 2.198 0.2748
C 6.677 5.672 0.124 -0.0722
Cl 7.158 4.177 -0.689 -0.1044
Cl 7.790 6.042 1.439 -0.0353
Cl 6.569 7.005 -1.028 -0.1374
H 5.692 5.518 0.547 0.3958
C -6.451 4.985 2.034 -0.0342
Cl -5.476 4.723 0.588 -0.0363
Cl -5.463 4.873 3.488 -0.1363
Cl -7.274 6.547 1.967 -0.1323
H -7.204 4.210 2.077 0.3340
C 4.795 3.915 4.174 0.0351
Cl 5.480 3.796 2.557 -0.0290
Cl 4.624 2.312 4.895 -0.1157
Cl 5.774 4.965 5.197 -0.1387
H 3.808 4.351 4.090 0.2398
C 11.898 4.995 2.827 0.0449
Cl 10.439 5.861 3.308 -0.0961
Cl 11.495 3.614 1.807 -0.1154
Cl 13.026 6.075 2.007 -0.1234
H 12.378 4.625 3.722 0.3037
C 5.021 0.257 -9.519 0.3914
Cl 4.408 -1.365 -9.209 -0.1317
Cl 6.708 0.400 -9.016 -0.1343
Cl 4.836 0.688 -11.219 -0.1324
H 4.436 0.950 -8.931 -0.0234
C -7.958 7.452 -1.545 0.7562
Cl -9.485 8.287 -1.238 -0.1220
Cl -8.212 6.036 -2.564 -0.0906
Cl -6.780 8.545 -2.270 -0.1078
H -7.563 7.114 -0.597 -0.4213
C 1.120 -10.476 -2.716 0.2448
Cl 2.649 -9.789 -2.166 -0.0952
Cl 0.259 -11.235 -1.377 -0.0576
Cl 0.118 -9.245 -3.490 -0.1461
H 1.341 -11.236 -3.451 0.0055
C -6.852 1.532 -3.747 -0.0800
Cl -6.071 0.829 -5.165 -0.0528
Cl -5.692 1.860 -2.456 -0.0542
Cl -7.718 3.008 -4.180 -0.1260
H -7.574 0.819 -3.372 0.3105
C 3.218 -13.934 -4.172 0.0301
Cl 4.904 -13.809 -3.679 -0.1121
Cl 2.142 -13.752 -2.784 -0.0816
Cl 2.837 -12.738 -5.416 -0.1280
H 3.061 -14.917 -4.594 0.3134
C -9.918 7.462 5.092 0.0410
Cl -10.632 5.902 5.495 -0.1076
Cl -8.191 7.478 5.453 -0.1178
Cl -10.224 7.870 3.405 -0.0321
H -10.395 8.214 5.706 0.2178
C 5.858 -5.922 2.984 -0.1731
Cl 7.082 -4.799 3.580 -0.1367
Cl 4.644 -6.242 4.218 -0.0641
Cl 5.118 -5.310 1.502 -0.0233
H 6.348 -6.856 2.746 0.3749
C 8.016 10.984 -1.827 0.0392
Cl 8.882 10.102 -0.571 -0.0952
Cl 6.278 10.688 -1.719 -0.1177
Cl 8.361 12.711 -1.736 -0.1274
H 8.357 10.624 -2.788 0.2904
C 0.836 -3.440 8.090 -0.0093
Cl -0.349 -2.557 7.128 -0.1069
Cl 0.054 -4.678 9.073 -0.1233
Cl 2.077 -4.151 7.055 -0.1082
H 1.320 -2.738 8.756 0.3077
C -2.984 8.571 -1.352 -0.0654
Cl -3.688 7.013 -0.923 0.0109
Cl -1.248 8.588 -1.032 -0.1240
Cl -3.314 8.968 -3.039 -0.1245
H -3.446 9.328 -0.732 0.2942
C -14.461 7.066 5.510 0.0771
Cl -14.262 5.541 6.372 -0.1159
Cl -16.096 7.691 5.711 -0.1235
Cl -13.270 8.254 6.045 -0.1096
H -14.297 6.882 4.456 0.2686
C -0.797 -11.029 2.681 0.0082
Cl -2.222 -9.995 2.848 -0.1621
Cl -1.161 -12.433 1.674 -0.1215
Cl 0.548 -10.109 2.022 0.0274
H -0.521 -11.382 3.665 0.2924
C -11.238 11.680 1.981 -0.0364
Cl -10.280 11.291 3.407 -0.0933
Cl -11.044 10.428 0.751 -0.0666
Cl -12.938 11.889 2.405 -0.1234
H -10.876 12.613 1.571 0.3234
C -3.919 -10.406 6.113 0.2932
Cl -3.799 -11.911 7.026 -0.1294
Cl -5.493 -9.648 6.352 -0.1253
Cl -2.616 -9.301 6.551 -0.1059
H -3.816 -10.642 5.063 0.0661
C -3.043 -1.610 -6.925 -0.0689
Cl -1.470 -0.829 -6.894 -0.0682
Cl -3.479 -2.197 -5.323 -0.0874
Cl -4.274 -0.508 -7.563 -0.1368
H -2.991 -2.463 -7.589 0.3302



(3)
143
Properties=species:S:1:pos:R:3:mulliken_charge:R:1 method="wB97M-V/def2-TZVPD" orbital_gap_ev=5.70 homo_energy_ha=-0.3924 e_lumo_ha=-0.1830 total_charge=+2
Tl 4.002 -2.443 0.651 0.7849
C -0.474 1.007 -0.779 0.6343
O -1.314 1.064 0.130 0.1298
O -0.771 -0.005 -1.519 -0.3643
C 0.348 -0.514 -2.391 0.2556
F -0.372 -1.071 -3.501 -0.2042
F 1.100 0.390 -2.727 0.0523
F 0.892 -1.405 -1.692 -0.1934
C -1.426 2.171 1.108 1.0275
C -0.258 1.744 2.055 -1.1488
H 0.611 1.729 1.504 0.2983
H -0.322 2.343 2.946 0.5223
H -0.589 0.824 2.493 0.3922
H -2.408 2.232 1.722 -0.8006
H -1.492 3.079 0.491 -0.0554
H 0.450 1.519 -0.976 0.2895
C 0.627 3.979 -3.108 -0.3248
Cl 0.848 3.838 -1.383 0.1903
Cl 0.054 5.596 -3.474 -0.0628
Cl -0.672 2.821 -3.624 -0.0279
H 1.534 3.733 -3.671 0.3866
C 0.833 7.084 0.887 -0.1413
Cl -0.090 5.648 1.322 -0.0613
Cl 0.114 8.094 -0.337 -0.1060
Cl 2.432 6.666 0.482 -0.0863
H 0.779 7.699 1.789 0.3527
C 6.104 1.988 -1.966 0.0045
Cl 6.912 2.967 -0.636 -0.1672
Cl 6.595 2.548 -3.500 -0.0827
Cl 4.304 1.883 -1.740 0.0067
H 6.499 0.992 -1.837 0.2104
C -2.879 -1.537 -5.945 -0.3038
Cl -2.552 -3.160 -5.223 -0.1222
Cl -1.446 -0.994 -6.778 -0.0875
Cl -3.281 -0.445 -4.616 -0.0091
H -3.725 -1.709 -6.609 0.4574
C 1.637 1.087 -6.521 0.7060
Cl 2.473 0.139 -7.753 -0.1157
Cl 0.840 2.533 -7.091 -0.0938
Cl 2.608 1.465 -5.108 -0.1225
H 0.949 0.427 -5.996 -0.4170
C -3.803 4.038 3.418 0.7237
Cl -2.301 4.129 4.266 -0.1133
Cl -5.022 5.149 4.084 -0.1136
Cl -4.370 2.327 3.503 -0.1222
H -3.648 4.192 2.351 -0.3791
C -4.685 -2.011 1.533 -0.2250
Cl -3.450 -0.867 1.016 0.0113
Cl -5.627 -1.402 2.951 -0.1335
Cl -3.983 -3.625 1.865 -0.0966
H -5.448 -2.148 0.732 0.3494
N -4.749 6.509 -0.288 0.0241
C -5.153 5.218 -0.076 -1.5384
C -4.363 4.366 -0.799 0.4486
C -3.282 5.146 -1.330 0.1359
C -3.633 6.478 -1.034 -1.1744
H -5.032 7.326 0.216 0.2442
H -5.970 5.140 0.559 0.6961
H -4.339 3.233 -0.932 0.2715
H -2.469 4.750 -1.893 0.3499
H -3.146 7.381 -1.339 0.4835
N -4.364 -2.596 -1.908 0.4132
C -4.369 -3.926 -1.692 -1.3586
C -3.068 -4.451 -1.498 -0.5677
C -2.190 -3.336 -1.563 -0.3215
C -3.025 -2.206 -1.800 0.1290
H -5.110 -1.896 -2.107 0.3226
H -5.256 -4.522 -1.821 0.5015
H -2.644 -5.411 -1.376 0.5521
H -1.146 -3.385 -1.268 0.3128
H -2.734 -1.102 -1.856 0.2747
C 2.372 -5.375 -4.789 -0.9542
C 3.918 -5.417 -4.791 -0.3866
C 4.561 -5.756 -3.458 -0.3158
C 4.002 -4.783 -2.431 0.0197
N 3.464 -4.021 -1.757 -0.2331
H 1.861 -4.899 -5.636 0.3379
H 1.882 -4.823 -3.878 0.0941
H 1.870 -6.311 -4.878 0.3305
H 4.376 -4.464 -5.035 0.2779
H 4.223 -6.145 -5.514 0.3182
H 5.616 -5.591 -3.538 0.2987
H 4.332 -6.780 -3.057 0.3000
C 2.856 1.275 4.343 -1.0995
C 3.723 2.184 3.455 -0.5298
C 4.446 1.467 2.346 0.4812
C 3.491 0.782 1.463 0.1366
N 2.676 0.416 0.755 -0.3909
H 2.345 1.904 5.057 0.3687
H 3.357 0.533 4.999 0.3620
H 2.119 0.678 3.774 0.2124
H 4.486 2.691 4.012 0.4052
H 3.054 2.975 3.098 0.2458
H 5.179 0.698 2.777 -0.1590
H 5.067 2.158 1.769 0.1346
C -0.987 -5.665 1.489 -0.5652
C -0.206 -6.371 2.572 -0.8667
C 0.513 -5.292 3.447 0.1752
C 1.541 -4.658 2.705 0.1725
N 2.369 -4.069 2.174 -0.4683
H -0.263 -5.127 0.880 0.1539
H -1.677 -4.872 1.872 -0.0234
H -1.628 -6.328 0.976 0.5060
H 0.542 -7.093 2.196 0.3286
H -0.912 -6.958 3.074 0.4347
H 0.884 -5.664 4.393 0.3990
H -0.245 -4.438 3.630 -0.2342
C 8.578 -1.132 3.649 -0.6995
C 9.234 -2.178 2.766 -0.4953
C 9.345 -1.716 1.333 -0.3807
C 7.946 -1.592 0.772 0.1359
N 6.926 -1.478 0.287 -0.3349
H 9.250 -0.292 3.642 0.3238
H 8.428 -1.501 4.619 0.3719
H 7.644 -0.842 3.113 -0.0580
H 8.542 -3.001 2.742 0.2920
H 10.216 -2.572 3.097 0.3212
H 9.946 -2.370 0.704 0.3329
H 9.837 -0.691 1.212 0.2591
C -1.391 0.169 6.535 -1.2142
C -2.852 -0.268 6.247 0.1583
C -2.906 -1.665 5.771 -0.3475
C -2.055 -1.946 4.652 0.1836
N -1.305 -2.221 3.841 -0.3624
H -0.636 -0.137 5.797 0.2343
H -1.001 -0.173 7.471 0.3767
H -1.360 1.239 6.541 0.3603
H -3.265 0.427 5.509 -0.1839
H -3.496 -0.033 7.109 0.3284
H -3.943 -1.983 5.490 0.2495
H -2.545 -2.388 6.500 0.2991
C -6.346 4.155 -3.928 -1.2574
C -5.866 2.788 -3.431 0.1316
C -6.674 2.145 -2.298 -0.4823
C -6.206 0.784 -2.033 0.0912
N -5.803 -0.280 -2.009 -0.4779
H -7.486 4.123 -3.909 0.3245
H -5.925 4.410 -4.876 0.3762
H -6.062 4.939 -3.206 0.1901
H -4.785 2.911 -3.041 -0.1782
H -5.852 2.170 -4.303 0.5446
H -7.761 2.087 -2.510 0.4914
H -6.673 2.750 -1.343 0.1263